[1]
{"formula": "C24H48BFN2O6", "method": "ωB97M-V/def2-TZVPD", "e_lumo_ev": [0.3, 0.3], "multiplicity": 3, "fmax_ev_per_a": 0.7, "gap_ev": [8.023, 9.267], "symbols": ["C", "C", "B", "O", "O", "C", "O", "O", "C", "F", "C", "C", "H", "H", "H", "H", "H", "H", "H", "H", "H", "H", "H", "H", "C", "C", "C", "C", "C", "C", "N", "O", "C", "C", "C", "H", "H", "H", "H", "H", "H", "H", "H", "H", "H", "H", "H", "H", "H", "H", "H", "H", "H", "C", "C", "C", "C", "C", "C", "N", "O", "C", "C", "C", "H", "H", "H", "H", "H", "H", "H", "H", "H", "H", "H", "H", "H", "H", "H", "H", "H", "H"], "xyz": [[-4.21504, -4.19461, 0.27935], [-4.05402, -2.66740, 0.20315], [-2.67819, -2.23495, -0.40103], [-2.09042, -2.87040, -1.48080], [-2.03049, -1.15314, 0.18191], [-0.90689, -0.58034, -0.33743], [-0.87662, 0.01234, -1.35897], [0.15112, -0.68584, 0.49552], [0.51384, -1.94824, 1.02749], [1.83656, -1.81221, 1.29638], [-0.22429, -2.31672, 2.30043], [0.54602, -3.31692, 3.18267], [-5.20442, -4.47177, 0.64713], [-3.48563, -4.63454, 0.96660], [-4.07450, -4.65276, -0.70157], [-4.85015, -2.25494, -0.42923], [-4.16983, -2.22897, 1.19843], [-1.47923, -3.58017, -1.26758], [0.43851, -2.71322, 0.24624], [-0.41964, -1.38224, 2.83044], [-1.19206, -2.74107, 2.02582], [-0.04213, -4.21927, 3.35728], [0.77520, -2.88010, 4.15333], [1.49302, -3.61505, 2.73454], [-2.34524, 1.92132, -3.92998], [-1.99495, 1.03214, -5.13272], [-0.91208, 1.68404, -6.00222], [-1.41218, 2.87858, -6.81241], [-2.64133, 2.50965, -7.64014], [-3.77130, 1.89561, -6.80578], [-3.19356, 0.76691, -6.00228], [-3.12597, -0.32899, -6.65179], [-4.43824, 2.95217, -5.91979], [-4.84925, 1.32076, -7.71823], [-1.49839, -0.30220, -4.59543], [-3.35872, 1.72481, -3.57993], [-1.66233, 1.69100, -3.11201], [-2.25401, 2.98445, -4.14187], [-0.51850, 0.92893, -6.68965], [-0.08829, 1.98107, -5.34783], [-1.63357, 3.72450, -6.15610], [-0.61742, 3.21493, -7.48112], [-3.03582, 3.38894, -8.15670], [-2.35007, 1.78861, -8.40995], [-5.13787, 2.48436, -5.22602], [-4.99961, 3.63398, -6.55982], [-3.73824, 3.55176, -5.34741], [-4.43691, 0.61989, -8.43805], [-5.32209, 2.14321, -8.25830], [-5.61204, 0.80256, -7.13617], [-2.27717, -0.81309, -4.02830], [-0.65359, -0.12646, -3.92976], [-1.18078, -0.95501, -5.40422], [4.31917, 0.49156, 7.40214], [4.48931, -0.38351, 6.15030], [5.73104, 0.03226, 5.35160], [5.56915, 1.36112, 4.61586], [4.32179, 1.35552, 3.73475], [3.04488, 0.98272, 4.49625], [3.29647, -0.29635, 5.24153], [3.11273, -1.34283, 4.53481], [2.61455, 2.11463, 5.43473], [1.90441, 0.73270, 3.52011], [4.62104, -1.83186, 6.60834], [3.27576, 0.53098, 7.71426], [4.89469, 0.05645, 8.21911], [4.67725, 1.50941, 7.26756], [5.95353, -0.75344, 4.62327], [6.57780, 0.07728, 6.04201], [5.53496, 2.19267, 5.32492], [6.44823, 1.53230, 3.99195], [4.17061, 2.33358, 3.27123], [4.46189, 0.63463, 2.92359], [1.79441, 1.79073, 6.07693], [2.26011, 2.94785, 4.82718], [3.41318, 2.49417, 6.06373], [2.17057, 0.00993, 2.75657], [1.63976, 1.66706, 3.02121], [1.02210, 0.36662, 4.04925], [3.71738, -2.15904, 7.12430], [5.46122, -1.89892, 7.30161], [4.80080, -2.50420, 5.77476]], "forces_ev_per_angstrom": [[0.0, 0.0, 0.0], [0.1, -0.2, 0.2], [0.0, 0.0, -0.3], [0.1, 0.1, 0.3], [0.2, 0.0, -0.1], [-0.1, -0.5, 0.5], [0.0, 0.4, -0.2], [-0.1, 0.2, -0.4], [-0.2, -0.3, 0.3], [0.4, 0.1, -0.1], [0.0, -0.1, 0.1], [-0.1, -0.1, 0.0], [0.0, 0.0, 0.0], [0.0, 0.0, -0.1], [0.0, 0.0, 0.1], [0.1, 0.1, 0.0], [-0.1, 0.1, -0.1], [0.0, -0.1, -0.2], [-0.1, 0.0, 0.0], [0.0, -0.1, 0.0], [0.0, 0.2, 0.0], [0.0, 0.0, 0.0], [0.1, 0.0, -0.1], [0.0, 0.0, 0.0], [0.0, 0.0, 0.0], [-0.1, 0.1, 0.3], [0.1, 0.0, -0.1], [0.0, 0.0, 0.0], [0.1, 0.0, 0.0], [-0.2, 0.1, 0.1], [0.4, 0.3, -0.3], [-0.2, -0.3, 0.0], [0.0, 0.0, 0.1], [0.0, 0.0, -0.1], [0.1, -0.1, -0.1], [0.0, 0.0, 0.0], [0.0, 0.0, 0.0], [0.0, 0.0, 0.0], [-0.1, 0.0, 0.0], [0.0, 0.0, 0.0], [0.0, 0.0, 0.0], [0.0, 0.0, 0.0], [0.0, 0.0, 0.0], [0.0, 0.0, 0.0], [0.0, 0.0, 0.0], [0.0, 0.0, 0.0], [0.0, 0.0, 0.0], [0.0, 0.0, 0.0], [0.0, 0.0, 0.0], [0.0, 0.0, 0.0], [0.0, 0.0, 0.0], [0.0, 0.0, 0.0], [0.0, 0.0, 0.0], [-0.1, 0.0, 0.0], [-0.1, 0.0, 0.3], [0.1, 0.0, -0.1], [-0.1, 0.0, 0.0], [0.1, -0.1, 0.0], [-0.2, 0.2, 0.1], [0.5, 0.2, -0.3], [-0.3, -0.2, 0.0], [0.0, 0.0, 0.0], [-0.1, 0.0, -0.1], [0.1, 0.0, 0.0], [0.0, 0.0, 0.0], [0.0, 0.0, 0.0], [0.0, 0.0, 0.0], [-0.1, 0.0, 0.0], [0.0, 0.0, 0.0], [0.0, 0.0, 0.0], [0.0, 0.0, 0.0], [0.0, 0.0, 0.0], [0.0, 0.0, 0.0], [0.0, 0.0, 0.0], [0.0, 0.0, 0.0], [0.0, 0.0, 0.0], [0.0, 0.0, 0.1], [0.0, 0.0, 0.1], [0.0, 0.0, 0.0], [0.0, 0.0, 0.0], [0.0, 0.0, 0.0], [0.0, 0.0, 0.0]], "lowdin_spin": [0.000, 0.000, 0.000, 0.000, 0.000, 0.000, 0.000, 0.000, 0.000, 0.000, 0.000, 0.000, 0.000, 0.000, 0.000, 0.000, 0.000, 0.000, 0.000, 0.000, 0.000, 0.000, 0.000, 0.000, 0.004, 0.025, 0.017, 0.001, 0.017, 0.026, 0.391, 0.510, 0.003, -0.001, -0.001, 0.002, 0.000, 0.000, 0.002, 0.002, 0.000, 0.001, 0.002, 0.002, 0.001, 0.000, 0.000, 0.000, 0.000, 0.000, 0.000, 0.000, 0.000, 0.004, 0.025, 0.017, 0.001, 0.017, 0.026, 0.391, 0.508, 0.004, -0.001, -0.001, 0.002, 0.000, 0.000, 0.002, 0.002, 0.000, 0.001, 0.002, 0.002, 0.001, 0.000, 0.000, 0.000, 0.000, 0.000, 0.000, 0.000, 0.000]}

[2]
{"formula": "C24H48BeNO27", "method": "ωB97M-V/def2-TZVPD", "e_lumo_ev": -6.8, "multiplicity": 1, "fmax_ev_per_a": 4.5, "charge": 1, "gap_ev": 5.658, "symbols": ["Be", "N", "O", "O", "O", "C", "O", "C", "O", "O", "C", "H", "H", "H", "H", "H", "H", "C", "O", "C", "O", "O", "C", "H", "H", "H", "H", "H", "H", "C", "O", "C", "O", "O", "C", "H", "H", "H", "H", "H", "H", "C", "O", "C", "O", "O", "C", "H", "H", "H", "H", "H", "H", "C", "O", "C", "O", "O", "C", "H", "H", "H", "H", "H", "H", "C", "O", "C", "O", "O", "C", "H", "H", "H", "H", "H", "H", "C", "O", "C", "O", "O", "C", "H", "H", "H", "H", "H", "H", "C", "O", "C", "O", "O", "C", "H", "H", "H", "H", "H", "H"], "xyz": [[-1.98185, -0.30704, 2.05620], [0.44852, 0.07410, 0.28516], [-0.29308, 0.98802, 0.59451], [0.32159, -0.97000, 0.86721], [1.31207, 0.25935, -0.55319], [-0.81831, 4.07869, 2.35255], [-1.98543, 4.14409, 3.12720], [-2.51074, 3.02339, 3.65721], [-2.16280, 1.87070, 3.48274], [-3.58323, 3.35967, 4.36087], [-4.36251, 2.39822, 5.01144], [-0.70432, 3.12469, 1.83778], [0.03184, 4.22061, 3.01978], [-0.85608, 4.89360, 1.62965], [-3.94345, 2.16306, 5.98980], [-4.61027, 1.51927, 4.41632], [-5.31536, 2.88278, 5.22446], [2.01958, -0.71810, -3.49540], [2.72646, -1.44539, -4.50753], [2.14033, -2.57437, -4.96626], [1.09827, -3.09284, -4.57774], [2.85842, -3.04270, -5.95390], [2.53355, -4.28053, -6.60512], [2.58242, 0.05759, -2.97616], [1.76832, -1.46288, -2.74023], [1.07080, -0.24659, -3.75149], [1.72875, -4.28508, -7.34022], [2.21075, -5.08731, -5.94708], [3.45282, -4.63424, -7.07197], [0.06492, -3.99925, 0.79507], [-1.01582, -4.61943, 1.51680], [-1.68276, -3.96145, 2.39127], [-1.71298, -2.75029, 2.61249], [-2.40997, -4.84953, 3.04028], [-3.37833, -4.45320, 3.99735], [-0.33724, -3.31423, 0.04868], [0.58014, -4.77706, 0.23145], [0.85090, -3.54220, 1.39627], [-3.72564, -5.34958, 4.51114], [-4.18248, -3.99943, 3.41809], [-3.00555, -3.81603, 4.79932], [-4.97700, -2.61036, -0.25609], [-4.21424, -2.14811, -1.35239], [-2.99154, -1.69746, -1.17411], [-2.49747, -1.35198, -0.10905], [-2.39249, -1.65318, -2.44633], [-1.07699, -1.18820, -2.55480], [-5.82269, -3.19808, -0.61315], [-5.18509, -1.83009, 0.47602], [-4.44348, -3.39395, 0.28191], [-0.76681, -1.70051, -3.46553], [-0.40262, -1.48187, -1.75038], [-0.98268, -0.10375, -2.61113], [-5.61673, 2.05141, 1.18210], [-4.93584, 2.80166, 0.20410], [-3.67621, 2.39941, -0.08255], [-3.03317, 1.48278, 0.43167], [-3.18369, 3.16347, -1.07758], [-1.78413, 3.12379, -1.44493], [-5.03168, 2.20049, 2.08961], [-5.72106, 1.00448, 0.89722], [-6.64377, 2.38309, 1.33471], [-1.50024, 3.80824, -2.24432], [-1.54513, 2.10686, -1.75611], [-1.16329, 3.47492, -0.62070], [0.84645, 6.36406, -0.45336], [1.05948, 5.17892, -1.20685], [1.29991, 5.26049, -2.58453], [1.34436, 6.29852, -3.24016], [1.55449, 4.04162, -3.13456], [1.80782, 2.90029, -2.36886], [1.74307, 6.97182, -0.33167], [0.44608, 6.06179, 0.51434], [0.08446, 6.93318, -0.98588], [2.04879, 2.02218, -2.96798], [0.96661, 2.65124, -1.72198], [2.62639, 3.05384, -1.66567], [2.49615, 2.18237, 2.29398], [3.77433, 2.52759, 2.74385], [4.15704, 2.99511, 3.94882], [3.38431, 3.46080, 4.81666], [5.52230, 2.95538, 4.00156], [6.15243, 3.35317, 5.17381], [2.29472, 1.11426, 2.21233], [2.46001, 2.62458, 1.29837], [1.77179, 2.66975, 2.94656], [5.74609, 2.76054, 5.99343], [5.83895, 4.37308, 5.39656], [7.23084, 3.24870, 5.05457], [3.06213, -2.70306, -0.92259], [3.44959, -3.52849, -2.04269], [3.14254, -4.81040, -1.97490], [2.68001, -5.48292, -1.04773], [3.56199, -5.32593, -3.17483], [3.29817, -6.69424, -3.44872], [3.55644, -3.09536, -0.03385], [1.97388, -2.69773, -0.86102], [3.34606, -1.66384, -1.08842], [4.03127, -7.33307, -2.95622], [3.33318, -6.84287, -4.52797], [2.27322, -6.94734, -3.17758]], "forces_ev_per_angstrom": [[2.0, 0.2, -3.1], [1.7, 0.8, -1.0], [-3.3, 2.5, 1.6], [-0.8, -3.6, 2.0], [0.7, -0.1, -0.9], [1.2, -0.3, -0.4], [-1.7, -1.3, 1.3], [-0.7, 1.2, -0.6], [0.7, -1.3, -0.6], [1.0, 1.0, -0.8], [-1.1, -0.4, 0.9], [-0.1, 0.0, 0.0], [0.1, 0.1, -0.1], [-0.2, -0.1, 0.2], [0.2, -0.4, -0.2], [0.5, -0.1, -0.1], [0.1, 0.2, -0.1], [-0.7, -1.2, 1.3], [-0.4, 0.4, -0.4], [-1.7, -0.5, 0.6], [1.2, 1.1, 0.1], [0.7, -0.2, -0.9], [0.0, -1.1, 0.2], [0.8, -0.4, -0.7], [-0.1, 0.2, 0.1], [0.1, -0.2, -0.9], [0.1, 1.0, -0.1], [0.2, 0.4, 0.7], [-0.1, 0.4, 0.0], [0.5, -0.1, -1.2], [1.4, -0.1, -0.7], [-1.1, 0.1, 0.7], [-0.1, 1.4, -0.1], [0.3, -0.3, 0.5], [-0.5, 0.1, 0.2], [0.0, 0.3, 0.4], [-0.3, -0.3, 0.2], [-0.6, 0.2, 0.4], [0.0, -0.1, -0.5], [-0.2, 0.2, 0.5], [0.3, 0.3, -0.4], [0.4, -1.0, 1.1], [0.2, -0.1, -0.6], [0.7, 0.5, -2.0], [0.2, 0.0, 0.1], [-2.4, -0.2, 3.8], [1.3, -0.2, -0.4], [-0.3, 0.9, -0.4], [-0.4, 0.1, -0.4], [0.6, 0.1, 0.1], [0.5, 0.5, 0.0], [-0.3, -0.4, 0.2], [-0.4, 0.1, -0.3], [0.0, -0.5, 0.8], [1.3, -0.1, -1.3], [0.9, 0.4, -0.8], [-0.9, 0.4, 0.4], [-1.0, 0.3, 0.6], [0.4, -0.6, 0.6], [-0.4, -0.5, 0.4], [0.4, -0.1, 0.0], [0.3, 0.7, -0.3], [-1.1, 0.1, -0.2], [0.2, 0.1, 0.3], [-0.1, -0.5, 0.3], [-0.6, 0.5, -0.7], [0.6, -1.1, -1.7], [0.7, 1.6, 0.0], [-0.5, -2.7, 1.9], [-0.4, 1.7, -0.5], [-0.1, -0.7, 1.9], [0.0, -0.2, -0.1], [0.3, -0.1, -0.1], [0.1, 0.4, 0.2], [-0.2, 0.6, -0.5], [-0.2, -0.1, -0.2], [0.3, 0.1, -0.2], [-0.8, 1.3, 0.3], [2.5, -0.5, 0.6], [-1.6, 1.2, 1.6], [2.4, -1.6, -2.3], [-2.3, -0.8, -2.0], [-0.7, 0.7, 1.5], [0.5, -0.1, 0.3], [-0.4, -0.1, 0.0], [-0.3, -0.2, -0.1], [0.4, -0.2, 0.2], [0.5, 0.2, 0.1], [-0.3, 0.0, -0.1], [-0.1, -0.4, 0.0], [-0.3, 0.8, 0.4], [0.4, -2.4, -0.1], [0.5, 1.9, -1.7], [-0.5, 0.7, 0.8], [-0.5, -0.3, 0.0], [-0.3, 0.1, 0.1], [0.0, -0.2, 0.4], [0.4, -0.4, -0.3], [-0.2, 0.0, 0.0], [0.4, 0.3, 0.0], [0.1, -0.1, 0.4]], "lowdin_charge": [1.196, -0.627, -0.024, -0.007, 0.042, -0.027, 0.038, -0.550, 0.070, 0.025, -0.046, 0.073, 0.106, 0.087, 0.110, 0.087, 0.107, -0.054, 0.028, -0.583, 0.098, 0.031, -0.022, 0.082, 0.053, 0.087, 0.098, 0.078, 0.100, -0.001, 0.071, -0.612, 0.058, 0.028, -0.023, 0.079, 0.089, 0.107, 0.105, 0.096, 0.100, -0.023, 0.037, -0.486, 0.066, 0.022, -0.062, 0.112, 0.091, 0.093, 0.097, 0.076, 0.093, -0.030, 0.028, -0.509, 0.048, 0.027, -0.003, 0.079, 0.093, 0.111, 0.105, 0.085, 0.077, -0.037, -0.074, -0.491, 0.128, 0.006, -0.065, 0.105, 0.066, 0.101, 0.075, 0.063, 0.104, -0.044, -0.010, -0.496, 0.078, -0.015, -0.064, 0.092, 0.098, 0.076, 0.099, 0.098, 0.104, -0.015, 0.009, -0.547, 0.095, -0.025, -0.049, 0.109, 0.071, 0.090, 0.101, 0.085, 0.097]}